No. 1
Entry from OMol25: C26H22N2O5S in the gas phase (ωB97M-V/def2-TZVPD).

## Properties
* orbital gap: 7.609 eV
* multiplicity: 1
* max |F|: 0.8 eV/Å
* energy relative to the best compared isomer or geometry (same formula, charge and spin): 13.0 kcal/mol
* E_LUMO: -0.016 hartree
* SMILES string: O=C(COC(=O)c1cc(-c2cccc3ccccc23)nc2ccccc12)N[C@@H]1CCS(=O)(=O)C1

Last column: Mulliken charge in e.
Atoms and positions in Å:
O 5.390 2.046 -1.949  -0.70
C 4.321 1.563 -1.651  0.74
N 4.102 0.860 -0.522  0.31
H 3.168 0.555 -0.271  -0.22
C 5.079 0.751 0.536  -0.39
C 4.435 1.176 1.842  -1.04
H 5.133 1.226 2.671  0.43
H 3.853 2.088 1.761  0.40
S 3.306 -0.235 2.107  0.98
O 3.114 -0.530 3.496  -0.77
O 2.128 -0.029 1.300  -0.46
C 4.349 -1.500 1.287  -0.26
C 5.520 -0.714 0.723  -0.90
H 6.364 -0.735 1.414  0.40
H 5.853 -1.120 -0.233  0.41
H 3.731 -1.962 0.523  -0.14
H 4.633 -2.233 2.034  0.50
H 5.932 1.376 0.248  0.62
C 3.099 1.696 -2.563  -0.47
H 2.796 2.750 -2.554  0.35
H 3.376 1.407 -3.579  0.34
O 2.011 0.873 -2.180  -0.37
C 1.162 1.374 -1.260  0.32
O 1.262 2.497 -0.832  -0.60
C 0.094 0.431 -0.845  1.05
C -1.073 1.011 -0.407  -1.18
C -2.147 0.206 0.037  0.82
N -2.052 -1.101 0.072  -0.62
C -0.911 -1.698 -0.310  -0.32
C -0.859 -3.105 -0.204  -0.39
C 0.267 -3.786 -0.564  -0.70
C 1.380 -3.088 -1.057  -0.63
C 1.357 -1.725 -1.180  -0.61
C 0.219 -0.985 -0.808  0.52
H 2.217 -1.213 -1.579  0.62
H 2.263 -3.641 -1.346  0.49
H 0.311 -4.862 -0.475  0.38
H -1.733 -3.609 0.179  0.50
C -3.393 0.841 0.492  0.37
C -3.304 1.959 1.292  -0.65
C -4.450 2.604 1.771  -0.87
C -5.690 2.137 1.437  -0.83
C -5.832 1.002 0.613  1.02
C -7.107 0.516 0.255  -0.84
C -7.240 -0.581 -0.548  -0.53
C -6.098 -1.236 -1.032  -0.74
C -4.848 -0.790 -0.703  -0.66
C -4.673 0.332 0.133  0.61
H -3.974 -1.304 -1.071  0.39
H -6.214 -2.099 -1.672  0.40
H -8.220 -0.947 -0.818  0.39
H -7.979 1.033 0.629  0.37
H -6.581 2.629 1.801  0.39
H -4.342 3.471 2.406  0.39
H -2.333 2.331 1.585  0.60
H -1.170 2.086 -0.430  0.75

=====

No. 2
Entry from OMol25: a molecular structure, C26H22N4O3SbSe4Ta at a distorted geometry (ωB97M-V/def2-TZVPD).

## Properties
* orbital gap: 3.768 eV
* multiplicity: 1
* max |F|: 4.2 eV/Å
* energy relative to the best compared isomer or geometry (same formula, charge and spin): 107.7 kcal/mol
* E_LUMO: -0.103 hartree

Last column: Mulliken charge in e.
Atoms and positions in Å:
Ta 1.389 0.254 -0.553  1.14
C -3.750 0.393 0.129  -1.07
C -3.446 -0.830 0.827  -0.50
C -2.171 -1.243 1.024  -0.99
C -1.090 -0.514 0.475  0.38
C -1.354 0.662 -0.435  1.24
C -2.767 1.108 -0.428  -0.84
N 0.189 -0.815 0.771  0.37
C 0.491 -0.853 2.180  0.10
C 0.434 -1.978 2.971  -0.16
C 0.561 -1.803 4.345  -0.80
C 0.737 -0.543 4.895  -0.68
C 0.836 0.582 4.092  -0.85
C 0.723 0.410 2.718  -0.13
N 0.902 1.395 1.729  1.69
N 1.076 2.561 2.127  -1.28
C 1.315 3.449 1.038  0.17
C 1.804 4.713 1.317  -0.61
C 2.043 5.554 0.244  -0.44
C 1.767 5.103 -1.039  -0.80
C 1.271 3.821 -1.205  -0.38
N 1.053 3.001 -0.182  0.28
H -4.771 0.746 0.088  0.47
H -4.259 -1.413 1.242  0.49
H -1.948 -2.109 1.630  0.55
H -0.735 1.498 -0.031  0.17
H -2.981 2.052 -0.909  0.53
H 0.287 -2.954 2.529  0.58
H 0.523 -2.667 4.996  0.40
H 0.838 -0.438 5.967  0.40
H 1.035 1.563 4.492  0.45
H 2.007 4.985 2.342  0.47
H 2.444 6.546 0.405  0.42
H 1.942 5.728 -1.903  0.42
H 1.055 3.424 -2.190  0.51
C -1.591 -5.873 -3.139  -0.84
O -0.423 -5.120 -2.872  -0.46
C -0.547 -3.791 -2.683  0.88
C -1.755 -3.100 -2.758  -0.87
C -1.754 -1.734 -2.549  -1.07
C -0.601 -0.993 -2.290  0.03
C -0.770 0.485 -1.962  1.61
C -1.640 1.201 -2.982  -1.98
O 0.499 1.138 -1.995  -0.88
C 0.616 -1.724 -2.189  0.77
O 1.796 -1.161 -1.794  -0.89
C 0.614 -3.094 -2.385  -0.44
H -1.264 -6.904 -3.242  0.26
H -2.067 -5.550 -4.067  0.34
H -2.307 -5.803 -2.316  0.33
H -2.685 -3.607 -2.963  0.45
H -2.712 -1.228 -2.582  0.26
H -1.191 1.041 -3.961  0.43
H -1.647 2.271 -2.772  0.44
H -2.668 0.845 -2.996  0.41
H 1.551 -3.629 -2.305  0.53
Se 6.904 1.310 1.454  -0.55
Sb 4.890 1.041 2.637  0.69
Se 3.582 0.929 -0.024  -0.17
Se 3.640 2.777 3.666  -0.48
Se 4.079 -1.115 3.374  -0.54

=====

No. 3
Entry from OMol25: a molecular structure, C26H23BN4O4PZn (ωB97M-V/def2-TZVPD).

## Properties
* total charge: -1
* orbital gap: 8.017 eV
* multiplicity: 1
* max |F|: 0.5 eV/Å
* E_LUMO: 0.100 hartree

Last column: Mulliken charge in e.
Atoms and positions in Å:
Zn -0.210 -0.366 0.485  0.43
B 1.658 -2.308 2.608  0.08
N 1.150 -2.864 1.222  0.33
C 1.103 -4.171 0.948  -0.19
C 0.698 -4.341 -0.366  -1.24
C 0.507 -3.042 -0.830  -0.18
N 0.787 -2.156 0.129  0.14
N 1.796 -0.753 2.634  0.16
C 2.675 -0.092 3.397  -0.18
C 2.422 1.266 3.301  -1.04
C 1.340 1.353 2.424  -0.07
N 0.967 0.135 2.043  0.14
H 0.883 -2.673 3.470  -0.15
H 2.775 -2.749 2.798  -0.18
H 1.371 -4.896 1.700  0.44
H 0.558 -5.265 -0.901  0.38
H 0.203 -2.705 -1.810  0.58
H 3.424 -0.630 3.957  0.41
H 2.957 2.070 3.779  0.36
H 0.847 2.221 2.009  0.47
O 0.603 3.178 -0.318  -0.77
C 0.106 2.247 -0.939  -0.04
O 0.462 1.010 -0.910  -0.61
C -1.055 2.521 -1.887  0.10
C -1.259 3.833 -2.304  -0.43
C -2.270 4.147 -3.194  -0.63
C -3.097 3.140 -3.677  -0.82
C -2.915 1.834 -3.251  -0.23
C -1.906 1.504 -2.343  0.41
P -1.678 -0.253 -1.815  1.72
C -1.029 -0.879 -3.434  0.47
C 0.316 -0.618 -3.713  -0.36
C 0.895 -1.063 -4.893  -0.68
C 0.145 -1.781 -5.817  -0.52
C -1.192 -2.038 -5.555  -0.64
C -1.775 -1.588 -4.375  -0.40
C -3.393 -0.914 -1.759  -0.04
C -3.552 -2.302 -1.702  -0.56
C -4.788 -2.874 -1.448  -0.76
C -5.895 -2.066 -1.217  -0.52
C -5.743 -0.687 -1.220  -0.72
C -4.501 -0.117 -1.477  -0.47
H -0.595 4.592 -1.911  0.50
H -2.415 5.171 -3.518  0.38
H -3.886 3.372 -4.383  0.41
H -3.561 1.054 -3.638  0.52
H 0.906 -0.068 -2.985  0.38
H 1.938 -0.849 -5.089  0.41
H 0.601 -2.140 -6.732  0.36
H -1.791 -2.585 -6.274  0.40
H -2.824 -1.784 -4.199  0.34
H -2.686 -2.943 -1.830  0.46
H -4.884 -3.952 -1.403  0.38
H -6.863 -2.508 -1.017  0.38
H -6.591 -0.046 -1.010  0.38
H -4.392 0.961 -1.436  0.50
O -1.898 -1.432 1.355  -0.67
C -2.546 -0.354 1.390  -0.15
O -2.075 0.752 1.006  -0.64
H -3.583 -0.381 1.755  0.49

=====

No. 4
Entry from OMol25: a molecular structure, C26H23Cl3FN3O5SiTa at a distorted geometry (ωB97M-V/def2-TZVPD).

## Properties
* total charge: +1
* orbital gap: 7.302 eV
* multiplicity: 1
* max |F|: 1.5 eV/Å
* energy relative to the best compared isomer or geometry (same formula, charge and spin): 34.4 kcal/mol
* E_LUMO: -0.145 hartree

Last column: Mulliken charge in e.
Atoms and positions in Å:
Ta -0.538 1.321 0.818  1.35
C 1.802 -0.877 3.584  -1.34
C 0.732 0.118 3.335  0.82
O 0.554 0.453 2.066  -0.61
C -0.043 0.687 4.283  -1.24
C -1.012 1.689 3.995  1.42
C -1.714 2.349 5.135  -1.37
N -1.300 2.046 2.754  0.45
N -2.247 3.078 2.673  -0.83
C -2.370 3.460 1.464  0.52
O -1.590 2.877 0.514  -0.64
C -3.367 4.439 1.033  0.54
C -4.337 4.889 1.927  -0.42
C -5.287 5.798 1.501  -0.70
C -5.274 6.260 0.189  -0.38
C -4.310 5.809 -0.702  -0.73
C -3.356 4.896 -0.281  -0.24
H 2.774 -0.430 3.367  0.33
H 1.671 -1.724 2.909  0.24
H 1.783 -1.218 4.615  0.40
H 0.114 0.416 5.315  0.35
H -1.305 2.016 6.084  0.43
H -2.778 2.107 5.088  0.30
H -1.643 3.431 5.051  0.36
H -4.340 4.515 2.942  0.45
H -6.045 6.147 2.190  0.40
H -6.022 6.968 -0.141  0.40
H -4.304 6.166 -1.723  0.41
H -2.604 4.532 -0.968  0.45
C 5.052 -1.609 -3.176  -1.56
C 3.823 -2.374 -3.653  0.24
C 4.120 -3.862 -3.692  -0.96
C 2.864 -4.681 -3.930  -1.03
C 1.887 -4.411 -2.824  1.08
C 1.064 -5.389 -2.321  -0.86
C 0.143 -5.094 -1.316  0.07
F -0.634 -6.083 -0.864  -0.34
C 0.013 -3.839 -0.805  -1.09
C 0.845 -2.828 -1.305  0.47
C 0.674 -1.469 -0.834  1.12
O -0.066 -1.169 0.133  -0.37
C 1.430 -0.481 -1.532  -0.30
C 2.408 -0.825 -2.410  -0.45
N 2.643 -2.094 -2.768  0.20
C 1.802 -3.110 -2.290  -0.41
C 1.114 0.857 -1.014  1.01
O 1.841 1.514 -0.274  -0.58
O -0.162 1.212 -1.124  -0.66
H 5.918 -1.954 -3.741  0.42
H 5.234 -1.805 -2.118  0.40
H 4.980 -0.533 -3.325  0.48
H 3.549 -2.042 -4.657  0.16
H 4.585 -4.163 -2.748  0.38
H 4.850 -4.028 -4.484  0.42
H 3.091 -5.745 -3.979  0.46
H 2.419 -4.402 -4.890  0.33
H 1.112 -6.398 -2.712  0.52
H -0.721 -3.606 -0.046  0.61
H 3.041 -0.073 -2.859  0.53
Cl -2.600 -1.403 2.232  -0.27
Si -2.684 -0.138 0.617  0.36
Cl -4.396 0.960 0.822  -0.26
Cl -2.885 -1.151 -1.132  -0.25

=====

> Number 1 is which compound?

C26H22N2O5S